Entry 1:
Entry from OMol25: a molecular structure, C48H45AsF5MgN5Se (the ωB97M-V functional and the def2-TZVPD basis).

Computed properties:
Largest force on an atom   3.7 eV Å⁻¹
M   965.10 g mol⁻¹
Kohn-Sham gap   4.27 eV

```
! RIJCOSX wB97M-V def2-TZVPD def2/J DEFGRID3
* xyz 0 1
Mg 16.020 11.714 9.833
C 16.419 10.812 6.948
N 17.289 10.753 8.138
C 17.586 9.400 8.637
C 17.873 9.437 10.137
C 19.006 8.920 10.723
C 19.021 8.673 12.084
C 17.960 9.140 12.921
C 16.945 9.848 12.286
N 16.952 10.009 10.892
C 18.599 11.387 7.884
C 19.073 12.220 9.080
C 20.423 12.511 9.189
C 20.855 13.354 10.205
C 19.869 13.760 11.191
C 18.603 13.231 11.126
N 18.136 12.628 9.998
C 15.013 10.384 7.349
C 14.140 9.721 6.415
C 12.821 9.441 6.841
C 12.464 9.587 8.187
C 13.317 10.269 8.996
N 14.535 10.721 8.537
H 16.408 11.823 6.484
H 16.847 10.118 6.180
H 16.717 8.722 8.532
H 18.427 8.877 8.077
H 19.839 8.650 10.058
H 19.841 8.042 12.500
H 18.130 9.167 13.984
H 16.145 10.306 12.898
H 19.449 10.635 7.683
H 18.408 11.975 6.966
H 21.209 12.029 8.530
H 21.876 13.722 10.258
H 20.113 14.368 12.115
H 17.919 13.414 11.966
H 14.527 9.580 5.404
H 12.036 9.091 6.127
H 11.453 9.343 8.534
H 13.228 10.465 10.076
C 10.843 16.210 16.197
C 11.615 15.881 15.014
C 12.903 15.302 15.166
C 13.735 15.035 14.080
C 15.238 14.932 14.331
C 13.093 14.903 12.799
As 13.576 13.247 11.770
N 14.946 13.360 10.436
C 15.260 14.553 9.808
C 15.041 15.832 10.344
C 15.239 16.996 9.558
C 15.513 16.917 8.241
C 15.939 15.667 7.717
C 15.790 14.514 8.431
C 11.820 12.774 10.861
C 11.481 12.959 9.547
C 12.383 13.448 8.451
C 10.226 12.552 9.097
C 9.364 11.820 9.837
C 8.012 11.374 9.306
C 9.771 11.498 11.123
C 10.914 12.039 11.712
C 11.274 11.651 13.157
C 11.953 15.706 12.579
C 11.394 15.861 11.247
C 11.193 16.025 13.697
H 10.174 15.373 16.494
H 10.257 17.147 16.143
H 11.571 16.431 16.998
H 13.331 15.184 16.145
H 15.505 15.264 15.356
H 15.728 15.485 13.503
H 15.586 13.887 14.125
H 14.767 15.837 11.409
H 14.985 17.978 10.050
H 15.482 17.789 7.659
H 16.332 15.644 6.750
H 15.986 13.510 8.014
H 13.437 13.127 8.492
H 12.360 14.521 8.557
H 11.841 13.126 7.540
H 9.898 12.940 8.099
H 7.469 10.903 10.120
H 8.072 10.663 8.456
H 7.352 12.249 9.040
H 9.124 10.914 11.776
H 10.505 10.942 13.551
H 11.415 12.536 13.817
H 12.237 11.072 13.220
H 12.183 15.745 10.442
H 11.039 16.936 11.159
H 10.597 15.146 10.938
H 10.252 16.429 13.361
F 15.000 8.498 20.435
C 15.732 9.277 19.583
C 15.362 9.406 18.223
F 14.420 8.540 17.730
C 15.969 10.288 17.363
F 15.679 10.383 16.071
C 16.916 11.191 17.924
Se 17.571 12.633 16.835
C 17.222 11.137 19.309
F 18.368 11.744 19.751
C 16.532 10.281 20.192
F 16.588 10.386 21.511
*
```

---

Entry 2:
Entry from OMol25: a molecular structure, C48H45F9GeMnN3O5P2 (the ωB97M-V functional and the def2-TZVPD basis).

Computed properties:
Largest force on an atom   5.2 eV Å⁻¹
M   1104.38 g mol⁻¹
Energy relative to the best compared isomer or geometry (same formula, charge and spin)   84.7 kcal per mole
Kohn-Sham gap (alpha / beta)   5.51 / 7.17 eV

```
! RIJCOSX wB97M-V def2-TZVPD def2/J DEFGRID3
* xyz -1 6
Mn 0.169 0.510 1.808
O -0.733 -3.458 4.985
C -1.303 -2.443 5.663
C -1.915 -2.737 6.878
C -2.516 -1.747 7.635
C -2.522 -0.435 7.185
C -1.922 -0.129 5.983
C -1.296 -1.108 5.204
C -0.669 -0.701 3.943
O -0.646 0.547 3.639
N -0.117 -1.660 3.216
N 0.499 -1.249 2.141
C 1.175 -1.988 1.275
C 2.072 -1.255 0.483
C 2.966 -1.791 -0.476
C 3.801 -0.951 -1.157
C 3.777 0.424 -0.870
C 2.895 0.875 0.093
N 2.066 0.090 0.761
H -0.405 -3.082 4.130
H -1.907 -3.766 7.206
H -2.994 -2.000 8.572
H -3.005 0.340 7.765
H -1.937 0.881 5.603
H 1.073 -3.064 1.223
H 2.954 -2.853 -0.672
H 4.471 -1.338 -1.911
H 4.415 1.117 -1.395
H 2.864 1.925 0.364
C -1.052 3.663 3.085
P 0.054 2.872 1.836
C -0.410 3.860 0.366
C 1.670 3.601 2.288
C 2.021 4.904 1.955
C 3.278 5.392 2.259
C 4.213 4.579 2.890
C 3.876 3.284 3.233
C 2.610 2.787 2.948
P 2.055 1.126 3.453
C 3.629 0.190 3.713
C 1.647 1.532 5.204
H -0.613 4.580 3.475
H -1.235 2.957 3.889
H -2.004 3.882 2.603
H -0.573 4.905 0.629
H -1.327 3.429 -0.030
H 0.364 3.758 -0.391
H 1.315 5.548 1.451
H 3.544 6.406 2.000
H 5.201 4.958 3.108
H 4.611 2.654 3.713
H 4.235 0.239 2.810
H 3.344 -0.851 3.870
H 4.190 0.541 4.579
H 2.471 2.071 5.673
H 1.439 0.604 5.734
H 0.747 2.141 5.220
F -5.170 0.798 2.591
C -3.868 1.032 2.336
F -3.832 2.168 1.623
F -3.310 1.330 3.504
C -3.167 -0.152 1.591
O -1.875 -0.008 1.465
C -3.859 -0.248 0.191
F -5.203 -0.341 0.209
F -3.593 0.831 -0.545
F -3.421 -1.315 -0.479
C -3.563 -1.469 2.356
F -2.633 -2.405 2.197
F -3.719 -1.272 3.670
F -4.717 -2.023 1.938
O 0.539 -0.267 -1.872
C -0.148 0.643 -1.398
O -0.104 1.061 -0.213
C -1.120 1.351 -2.352
C -1.815 0.289 -3.174
Ge -0.517 -0.930 -4.102
C 0.264 -2.588 -3.344
C -0.430 -3.382 -2.446
C 0.126 -4.552 -1.963
C 1.391 -4.940 -2.370
C 2.104 -4.142 -3.247
C 1.539 -2.976 -3.729
C 0.911 0.036 -5.114
C 1.974 0.648 -4.462
C 2.971 1.289 -5.175
C 2.926 1.324 -6.558
C 1.882 0.706 -7.223
C 0.887 0.070 -6.503
C -1.761 -1.597 -5.549
C -2.410 -0.698 -6.386
C -3.330 -1.116 -7.328
C -3.632 -2.462 -7.443
C -3.006 -3.374 -6.613
C -2.079 -2.941 -5.682
H -0.523 2.007 -2.995
H -1.826 1.953 -1.782
H -2.463 0.736 -3.928
H -2.451 -0.323 -2.536
H -1.413 -3.076 -2.116
H -0.426 -5.166 -1.264
H 1.818 -5.862 -2.001
H 3.103 -4.428 -3.553
H 2.096 -2.350 -4.414
H 2.016 0.602 -3.385
H 3.792 1.760 -4.652
H 3.707 1.823 -7.115
H 1.843 0.713 -8.305
H 0.076 -0.419 -7.024
H -2.188 0.359 -6.298
H -3.816 -0.394 -7.968
H -4.354 -2.791 -8.175
H -3.243 -4.426 -6.690
H -1.594 -3.658 -5.034
*
```

---

Entry 3:
Entry from OMol25: a molecular structure, C48H46GeN3O5SiTc (the ωB97M-V functional and the def2-TZVPD basis).

Computed properties:
Largest force on an atom   1.8 eV Å⁻¹
M   943.61 g mol⁻¹
Energy relative to the best compared isomer or geometry (same formula, charge and spin)   13.0 kcal per mole
Kohn-Sham gap (alpha / beta)   6.56 / 6.24 eV

```
! RIJCOSX wB97M-V def2-TZVPD def2/J DEFGRID3
* xyz -1 2
Tc -0.651 -0.459 -2.313
O -0.016 -4.671 -2.576
C -0.069 -3.446 -2.440
O -0.966 -2.641 -2.877
C 1.076 -2.782 -1.692
C 2.139 -3.512 -1.194
C 3.159 -2.856 -0.529
C 3.069 -1.478 -0.381
C 1.973 -0.821 -0.899
N 0.986 -1.456 -1.559
H 2.122 -4.582 -1.349
H 4.006 -3.398 -0.127
H 3.829 -0.916 0.145
H 1.851 0.245 -0.782
C -4.365 1.018 -1.209
Si -2.952 1.885 -2.071
C -3.685 3.459 -2.815
C -2.217 2.327 0.589
N -2.098 0.838 -3.130
C -2.084 0.915 -4.512
C -3.064 1.531 -5.318
C -2.931 1.641 -6.693
C -1.812 1.136 -7.340
C -0.846 0.482 -6.587
C -1.009 0.345 -5.223
O -0.029 -0.298 -4.427
C 0.707 -1.373 -4.950
C 2.045 -1.412 -4.613
C 2.827 -2.479 -5.039
C 2.268 -3.494 -5.799
C 0.916 -3.442 -6.119
C 0.128 -2.383 -5.698
H -4.801 1.649 -0.422
H -4.032 0.072 -0.766
H -5.153 0.793 -1.939
H -4.622 3.292 -3.360
H -2.984 3.966 -3.490
H -3.897 4.140 -1.981
H -2.730 3.211 0.997
H -1.338 2.129 1.201
H -2.883 1.472 0.693
H -3.952 1.917 -4.832
H -3.714 2.127 -7.266
H -1.692 1.240 -8.412
H 0.030 0.059 -7.065
H 2.457 -0.619 -3.999
H 3.875 -2.514 -4.763
H 2.874 -4.330 -6.123
H 0.458 -4.249 -6.678
H -0.934 -2.359 -5.905
O 0.154 -0.177 1.205
C -0.966 -0.543 0.807
O -1.390 -0.469 -0.397
C -1.965 -1.080 1.831
C -1.720 -0.481 3.219
Ge 0.150 -0.616 3.885
C -0.209 -1.452 5.678
C -1.080 -2.550 5.663
C -1.427 -3.226 6.827
C -0.913 -2.808 8.051
C -0.032 -1.737 8.088
C 0.321 -1.076 6.914
C 1.652 -1.779 3.350
C 2.932 -1.242 3.195
C 4.036 -2.066 2.997
C 3.879 -3.446 2.950
C 2.610 -3.994 3.092
C 1.512 -3.168 3.291
C 0.833 1.217 4.108
C 1.476 1.857 3.040
C 1.949 3.158 3.168
C 1.777 3.851 4.362
C 1.130 3.235 5.425
C 0.664 1.930 5.297
H -1.865 -2.172 1.845
H -2.962 -0.855 1.453
H -2.372 -0.922 3.973
H -1.927 0.594 3.187
H -1.501 -2.889 4.718
H -2.104 -4.072 6.782
H -1.196 -3.316 8.965
H 0.384 -1.415 9.037
H 1.037 -0.260 6.970
H 3.082 -0.170 3.251
H 5.020 -1.627 2.883
H 4.740 -4.091 2.816
H 2.478 -5.069 3.061
H 0.531 -3.621 3.411
H 1.592 1.329 2.098
H 2.451 3.633 2.330
H 2.139 4.868 4.460
H 0.986 3.772 6.357
H 0.151 1.468 6.135
N -1.848 2.493 -0.821
C -0.811 3.386 -1.082
C -0.279 4.206 -0.070
C 0.742 5.111 -0.341
C 1.272 5.239 -1.617
C 0.765 4.425 -2.626
C -0.247 3.515 -2.371
H -0.662 4.140 0.943
H 1.121 5.730 0.467
H 2.068 5.947 -1.818
H 1.169 4.489 -3.631
H -0.595 2.875 -3.174
*
```

---

Entry 4:
Entry from OMol25: 8 unconnected molecules or ions with the total composition C48H48 (the ωB97M-V functional and the def2-TZVPD basis).

Computed properties:
Largest force on an atom   8.3 eV Å⁻¹
M   624.91 g mol⁻¹
Energy relative to the best compared isomer or geometry (same formula, charge and spin)   0.0 kcal per mole
Kohn-Sham gap   9.31 eV

```
! RIJCOSX wB97M-V def2-TZVPD def2/J DEFGRID3
* xyz 0 1
C -5.238 -2.451 0.527
C -3.856 -2.626 1.151
C -3.638 -2.300 2.446
C -4.605 -1.713 3.117
C -5.870 -1.396 2.522
C -6.262 -1.718 1.165
H -5.439 -2.597 -0.468
H -3.072 -3.033 0.374
H -2.670 -2.594 2.901
H -4.302 -1.381 4.241
H -6.511 -0.890 3.473
H -7.186 -1.383 0.777
C 0.717 2.040 -5.670
C 1.970 1.754 -4.710
C 2.261 0.407 -4.354
C 1.361 -0.486 -4.784
C 0.289 -0.415 -5.658
C -0.113 1.004 -6.054
H 0.725 3.145 -5.966
H 2.656 2.470 -4.421
H 3.032 0.422 -3.706
H 1.467 -1.585 -4.162
H -0.573 -1.279 -6.073
H -1.033 1.251 -6.819
C 4.550 -3.787 -2.072
C 4.710 -2.412 -2.148
C 3.668 -1.545 -1.812
C 2.382 -2.050 -1.617
C 2.188 -3.483 -1.587
C 3.344 -4.356 -1.804
H 5.319 -4.492 -2.313
H 5.724 -1.736 -2.218
H 3.853 -0.468 -1.807
H 1.586 -1.417 -1.233
H 1.196 -3.728 -1.007
H 3.249 -5.384 -1.756
C -1.069 2.426 3.705
C -1.315 0.909 3.932
C -2.177 0.585 4.934
C -2.965 1.674 5.679
C -2.680 2.981 5.412
C -1.591 3.516 4.411
H -0.384 2.503 2.990
H -0.848 0.075 3.442
H -2.290 -0.490 5.039
H -3.763 1.393 6.433
H -3.197 3.760 5.999
H -1.355 4.575 4.252
C 1.013 1.319 -1.160
C 1.655 0.832 0.176
C 0.949 0.038 1.105
C -0.410 -0.285 0.726
C -1.056 0.079 -0.530
C -0.233 0.869 -1.592
H 1.570 1.987 -1.709
H 2.448 1.171 0.609
H 1.177 -0.184 2.056
H -1.036 -0.876 1.454
H -2.108 -0.339 -0.681
H -0.554 0.993 -2.721
C -5.043 0.159 -2.585
C -5.829 -1.127 -3.199
C -5.099 -1.869 -4.088
C -3.761 -1.560 -4.488
C -3.087 -0.506 -3.971
C -3.749 0.310 -3.012
H -5.586 0.785 -1.873
H -6.860 -1.287 -2.893
H -5.663 -2.702 -4.676
H -3.341 -2.059 -5.389
H -1.979 -0.198 -4.232
H -3.426 1.286 -2.437
C 3.113 4.817 -0.173
C 1.662 4.601 -0.280
C 1.063 4.901 -1.547
C 1.764 5.290 -2.764
C 3.175 5.558 -2.546
C 3.829 5.278 -1.284
H 3.500 4.465 0.825
H 1.200 4.165 0.537
H 0.119 4.822 -1.759
H 1.257 5.377 -3.767
H 3.584 5.768 -3.408
H 4.948 5.475 -1.072
C 5.508 -2.242 5.774
C 4.461 -1.380 5.088
C 3.124 -1.673 4.976
C 2.669 -2.946 5.627
C 3.627 -3.868 6.150
C 5.039 -3.559 6.278
H 6.510 -2.012 5.837
H 4.538 -0.342 4.657
H 2.424 -0.928 4.438
H 1.675 -3.268 5.494
H 3.181 -4.661 6.539
H 5.794 -4.164 6.787
*
```